This record from the Open Molecules 2025 dataset describes 5 unconnected molecules or ions with the total composition C10H30BBrO5S4. The level of theory is wB97M-V/def2-TZVPD.

Each line ends with the natural charge from an NBO analysis.
Cartesian coordinates (Å):
1 C 3.46950 -0.81748 -2.57403  -0.634
2 C 2.38857 -0.53218 -1.55639  -0.074
3 O 2.90389 -0.55476 -0.20737  -0.706
4 B 3.11996 -1.72029 0.39364  0.616
5 Br 4.26573 -1.76506 1.94158  -0.169
6 H 2.99926 -1.03757 -3.53213  0.238
7 H 4.14731 0.02879 -2.68548  0.213
8 H 4.06221 -1.68771 -2.28278  0.203
9 H 1.54736 -1.21430 -1.67020  0.210
10 H 2.00381 0.47640 -1.70790  0.194
11 H 2.61732 -2.73878 0.03365  -0.093
12 C 3.74055 2.82611 0.14705  -0.834
13 S 2.33657 3.69838 -0.54953  1.251
14 O 2.59143 3.85103 -2.00986  -1.000
15 C 2.69810 5.28190 0.21290  -0.834
16 H 3.72660 1.80880 -0.23785  0.248
17 H 4.65746 3.33414 -0.15263  0.223
18 H 3.63709 2.80590 1.23198  0.239
19 H 3.68713 5.60847 -0.10934  0.222
20 H 2.63746 5.17458 1.29378  0.257
21 H 1.94292 5.98676 -0.12998  0.229
22 C -1.42575 -3.47082 -2.08460  -0.836
23 S -0.96695 -2.83929 -3.69894  1.251
24 O 0.20350 -1.94308 -3.48710  -1.004
25 C -2.39721 -1.77242 -3.89805  -0.828
26 H -0.61889 -4.12386 -1.75355  0.231
27 H -1.55139 -2.64373 -1.38926  0.252
28 H -2.35549 -4.03223 -2.16351  0.233
29 H -2.43341 -1.06824 -3.06759  0.236
30 H -3.30050 -2.38140 -3.92823  0.228
31 H -2.27648 -1.23912 -4.83863  0.239
32 C -0.87479 4.34800 4.48595  -0.830
33 S -0.40514 3.70001 2.87844  1.262
34 O 0.99465 4.14335 2.64241  -1.005
35 C -1.45589 4.77925 1.90266  -0.834
36 H -0.27620 3.82756 5.23037  0.242
37 H -0.66444 5.41674 4.51771  0.231
38 H -1.93292 4.15320 4.66047  0.227
39 H -1.20169 5.81741 2.11578  0.230
40 H -2.50087 4.57686 2.13701  0.228
41 H -1.26194 4.55325 0.85587  0.245
42 C -4.56265 -4.27036 2.29020  -0.830
43 S -3.11462 -4.12995 1.23797  1.258
44 O -3.48499 -3.20463 0.13400  -0.996
45 C -3.19375 -5.79661 0.57135  -0.833
46 H -4.71238 -3.30185 2.76223  0.243
47 H -5.42650 -4.52507 1.67685  0.231
48 H -4.38683 -5.02937 3.05229  0.229
49 H -4.15514 -5.94210 0.07891  0.231
50 H -3.05682 -6.51527 1.37904  0.232
51 H -2.38476 -5.89936 -0.14912  0.239

Force components x, y, z for each atom (eV/Å):
0.1 -0.1 0.1
-0.4 0.4 -0.2
0.4 0.0 -0.1
-0.3 -0.1 0.0
0.0 0.0 0.1
0.0 0.1 0.0
0.0 0.0 0.0
-0.1 0.0 0.0
0.1 -0.2 0.2
0.0 0.0 0.1
0.1 0.0 0.0
0.0 0.0 0.0
-0.1 0.0 0.0
0.1 0.0 0.0
0.1 0.0 0.0
0.0 0.0 0.0
0.0 0.0 0.0
0.0 0.0 0.0
0.0 0.0 0.0
0.0 0.0 0.0
0.0 0.0 0.0
0.1 0.0 0.0
0.0 0.0 0.0
0.1 0.0 0.0
0.0 0.0 0.0
0.0 0.0 0.0
0.0 0.0 0.0
0.0 0.0 0.0
0.0 0.0 0.0
0.0 0.0 0.0
0.0 0.0 0.0
-0.1 0.0 0.0
0.0 -0.1 0.0
0.1 0.0 0.0
0.0 0.0 0.0
0.0 0.0 0.0
0.0 0.0 0.0
0.0 0.0 0.0
0.0 0.0 0.0
0.0 0.0 0.0
0.0 0.0 0.0
0.0 0.0 0.0
0.0 0.0 0.1
-0.1 0.0 0.0
0.0 0.0 0.0
0.0 0.0 0.0
0.0 0.0 0.0
0.0 0.0 0.0
0.0 0.0 0.0
0.0 0.0 0.0
0.0 0.0 0.0

Results
**DFT total energy**: -135152.548 eV
**Maximum force**: 0.6 eV/Å
**Energy above the lowest of the compared OMol25 structures with the same formula, charge and spin**: 0.0 kJ/mol